# 1
90
Properties=species:S:1:pos:R:3:forces:R:3 method="wB97M-V/def2-TZVPD" charge=+1 lumo_energy_ev=-2.719 e_tot_ev=-144914.1505 max_force_ev_per_a=0.5 orbital_gap_ev=7.781 relative_energy_ev=0.000 mol_weight_g_mol=1166.75
Pb -1.044 0.728 0.954 -0.0004 0.0175 0.0806
C 1.634 1.355 -1.252 -0.0545 -0.1716 0.0807
P -0.112 1.808 -1.546 -0.0339 -0.2679 -0.1984
C -0.576 0.816 -2.999 0.0792 0.1348 0.0686
C -1.400 -0.292 -2.845 -0.0350 -0.0619 0.0982
C -1.698 -1.102 -3.930 0.0122 -0.0024 -0.0466
C -1.179 -0.797 -5.179 0.0095 0.0122 0.0206
C -0.361 0.316 -5.344 -0.0318 -0.0468 -0.0167
C -0.059 1.119 -4.258 0.0148 0.0456 0.0092
C -0.037 3.506 -2.142 -0.3586 0.0160 -0.0426
C 1.114 4.277 -2.096 0.1508 0.0924 -0.0992
C 1.089 5.591 -2.550 0.0408 -0.0183 0.0331
C -0.084 6.134 -3.044 -0.1113 0.0042 -0.0163
C -1.243 5.362 -3.095 0.0572 0.0556 -0.0047
C -1.222 4.056 -2.643 0.1077 0.0531 0.0178
C 1.684 -0.062 -0.764 0.2198 0.3617 -0.0124
C 2.717 -0.972 -0.863 -0.2175 -0.2269 -0.0798
C 2.263 -2.147 -0.180 0.3178 0.0335 -0.1692
C 0.996 -1.870 0.298 -0.2018 0.2537 -0.1447
C 0.037 -2.771 0.996 -0.0796 -0.1340 0.1152
P -1.713 -2.565 0.416 0.0270 0.0479 0.0019
C -2.561 -3.648 1.614 0.0111 -0.0180 -0.0278
C -3.250 -3.051 2.665 0.0021 0.0399 0.0155
C -3.867 -3.830 3.635 -0.0058 -0.0175 0.0037
C -3.805 -5.212 3.551 -0.0185 0.0007 0.0265
C -3.127 -5.817 2.501 0.0155 -0.0053 -0.0180
C -2.506 -5.039 1.536 0.0083 -0.0045 -0.0013
C -1.794 -3.537 -1.123 -0.0386 0.0261 -0.0380
C -0.672 -3.909 -1.858 -0.0357 -0.0011 0.0120
C -0.817 -4.604 -3.055 0.0746 0.0251 0.0395
C -2.077 -4.933 -3.523 -0.0472 -0.0117 -0.0320
C -3.203 -4.559 -2.799 -0.0162 0.0055 -0.0169
C -3.063 -3.858 -1.614 0.0506 0.0086 0.0461
N 0.650 -0.586 -0.045 0.2622 -0.1795 0.0732
H 1.992 2.038 -0.479 0.1346 -0.0348 -0.0701
H 2.238 1.487 -2.152 -0.0197 -0.0096 -0.0004
H -1.805 -0.543 -1.868 -0.0021 0.0072 -0.0257
H -2.329 -1.971 -3.796 -0.0142 -0.0143 0.0094
H -1.413 -1.426 -6.028 0.0010 0.0006 -0.0054
H 0.040 0.557 -6.319 -0.0035 -0.0028 -0.0050
H 0.572 1.991 -4.388 -0.0025 -0.0070 -0.0098
H 2.042 3.870 -1.715 -0.0154 0.0131 -0.0022
H 1.989 6.190 -2.508 0.0042 -0.0011 -0.0023
H -0.101 7.160 -3.387 -0.0070 0.0002 -0.0131
H -2.161 5.778 -3.487 0.0114 0.0360 0.0034
H -2.124 3.458 -2.692 0.0035 -0.0239 0.0300
H 3.621 -0.854 -1.439 0.0431 0.0049 0.0595
H 2.769 -3.100 -0.123 -0.0160 -0.0193 -0.0057
H -0.026 -2.524 2.061 -0.0209 -0.0775 0.0098
H 0.365 -3.809 0.908 -0.0568 -0.0081 0.0393
H -3.310 -1.970 2.724 -0.0010 0.0000 -0.0014
H -4.404 -3.357 4.447 0.0019 -0.0011 -0.0004
H -4.293 -5.822 4.300 0.0004 0.0028 0.0004
H -3.084 -6.896 2.433 -0.0004 -0.0001 -0.0005
H -1.987 -5.514 0.711 -0.0018 -0.0022 0.0139
H 0.319 -3.656 -1.508 0.0278 0.0082 -0.0180
H 0.063 -4.890 -3.617 0.0026 0.0050 0.0028
H -2.185 -5.479 -4.451 -0.0036 -0.0041 0.0026
H -4.192 -4.815 -3.157 0.0059 -0.0040 -0.0087
H -3.946 -3.575 -1.051 0.0023 0.0062 -0.0130
N -0.868 1.850 4.239 -0.0532 -0.0500 0.0355
C 0.305 1.278 4.879 0.0244 -0.0554 0.0972
C 1.003 0.353 3.913 0.3863 0.3188 -0.1782
O 0.426 -0.426 3.172 -0.2175 -0.1029 -0.1025
O 2.331 0.446 3.855 -0.2775 0.0699 0.1160
H -0.591 2.560 3.573 0.0252 0.0452 0.0004
H -1.470 2.280 4.930 -0.0178 -0.0370 -0.0127
H -0.019 0.646 5.710 0.0208 0.0499 0.0419
H 1.032 1.998 5.262 0.0188 -0.0157 -0.0199
Cl 1.646 7.811 0.358 -0.0255 -0.0471 -0.0029
C 1.345 6.162 0.740 -0.0491 0.1047 -0.0138
C 0.041 5.675 0.799 0.0367 0.1675 -0.0290
Cl -1.276 6.735 0.502 0.0151 -0.0145 -0.0121
C -0.192 4.342 1.094 -0.0827 -0.1885 0.0257
Cl -1.830 3.768 1.137 0.0602 0.0277 0.1144
C 0.846 3.423 1.357 0.0628 -0.1609 0.1715
O 0.653 2.162 1.679 -0.0749 0.2086 -0.1857
C 2.149 3.958 1.289 0.0167 -0.0164 0.0473
Cl 3.487 2.901 1.618 -0.1123 0.0127 0.0011
C 2.400 5.291 0.982 0.0678 -0.1107 0.0221
Cl 4.018 5.859 0.889 -0.0146 0.0166 -0.0100
C 4.904 -0.191 2.575 0.0912 0.1316 0.0013
Te 2.866 -0.437 2.114 -0.2255 -0.1388 0.0496
C 2.915 -2.326 3.031 0.0241 0.0771 0.0751
H 5.050 -0.358 3.640 -0.0215 -0.0510 -0.0010
H 5.248 0.802 2.301 -0.0023 -0.0095 -0.0461
H 5.432 -0.946 1.994 0.0723 0.0252 0.0240
H 3.675 -2.919 2.528 -0.0230 -0.0479 0.0009
H 1.933 -2.772 2.932 0.0326 -0.0768 0.0237
H 3.179 -2.162 4.074 -0.0061 -0.0733 -0.0009

***

# 2
17
Properties=species:S:1:pos:R:3:forces:R:3 method="wB97M-V/def2-TZVPD" lumo_energy_ev=0.909 e_tot_ev=-21400.0604 max_force_ev_per_a=5.0 smiles="C=C(Cl)c1cc[nH]c1C" orbital_gap_ev=8.972 relative_energy_ev=1.429 mol_weight_g_mol=141.60
C 2.217 -1.782 -0.578 0.2739 0.1366 -0.0408
C 1.827 -0.665 0.001 -4.9202 -0.3519 0.9949
Cl 2.861 0.568 0.554 0.4508 0.2728 0.1292
C 0.143 -0.436 0.358 4.6634 0.5046 -1.2162
C -0.836 -1.353 0.768 -0.2062 -0.1131 0.0846
C -2.002 -0.640 0.861 -0.2374 -0.3961 0.1141
N -1.750 0.652 0.515 -0.1926 0.2337 0.0237
C -0.435 0.800 0.198 0.2546 -0.0656 -0.0953
C 0.139 2.097 -0.248 -0.0426 0.0507 0.0763
H 3.252 -1.994 -0.785 0.2348 0.0099 -0.0002
H 1.488 -2.518 -0.865 -0.2049 -0.0892 -0.0658
H -0.710 -2.395 0.975 0.0113 -0.2332 0.0664
H -2.988 -0.956 1.140 -0.1507 -0.0630 0.0680
H -2.432 1.394 0.504 0.0943 -0.1159 -0.0179
H -0.612 2.697 -0.760 -0.0215 0.0432 -0.0373
H 0.523 2.669 0.598 0.0216 0.0793 -0.0371
H 0.966 1.920 -0.931 -0.0287 0.0972 -0.0466

***

# 3
61
Properties=species:S:1:pos:R:3:forces:R:3 method="wB97M-V/def2-TZVPD" charge=-1 lumo_energy_ev=2.465 e_tot_ev=-103852.4878 max_force_ev_per_a=8.3 orbital_gap_ev=8.982 relative_energy_ev=0.630 mol_weight_g_mol=445.38
Br -0.327 -0.372 -0.505 0.0088 0.3016 -0.2275
C 3.375 -1.407 0.067 -0.0982 -5.2475 2.6406
C 3.494 -2.012 -1.293 2.9123 -0.8476 -2.2008
O 4.621 -2.465 -1.727 -3.6649 1.0550 1.2091
N 2.380 -1.934 -2.052 1.1581 -1.4262 -1.8354
C 2.220 -2.570 -3.361 1.8274 0.1627 1.9664
H 3.383 -0.368 -0.018 0.0014 1.6607 0.2879
H 4.373 -1.904 0.596 -2.7468 1.8136 -0.9051
H 2.313 -1.878 0.606 3.1520 1.7598 -1.3988
H 1.568 -1.539 -1.711 -1.8441 1.0666 1.4268
H 1.931 -3.585 -3.293 1.6026 -2.0338 0.4826
H 2.987 -2.241 -4.012 1.1650 -0.6360 -0.5836
H 1.369 -2.431 -3.883 -3.4275 2.6431 -1.1567
C -0.351 0.618 -4.266 0.8621 -0.4947 -2.3445
C -0.633 2.052 -4.007 -0.3949 -3.5908 -4.3546
O -0.815 2.663 -5.027 -0.2832 3.2612 -1.4530
N -0.719 2.453 -2.804 0.0981 1.4989 6.6595
C -0.860 3.884 -2.516 -1.6949 2.8121 -0.7305
H -0.932 -0.023 -3.744 -2.7200 -1.9164 1.6047
H 0.509 0.405 -3.739 2.7268 -0.5984 0.6373
H -0.298 0.207 -5.356 -0.0666 1.5335 1.9341
H -0.723 1.767 -1.993 0.2091 0.8548 -1.4204
H -1.962 4.200 -2.811 2.0820 -0.4772 0.5274
H -0.197 4.448 -3.265 -0.9166 -0.7630 1.1842
H -0.716 4.412 -1.446 0.1026 -2.3144 -2.1582
C -1.973 -3.606 0.952 2.9067 1.7605 -1.5035
C -3.314 -2.996 0.666 1.4897 -2.9699 4.0029
O -4.296 -3.307 1.308 -1.2842 -0.5951 0.1364
N -3.286 -2.135 -0.273 -1.7853 2.3333 -4.0107
C -4.529 -1.585 -0.746 -2.9691 0.2149 -1.1412
H -1.109 -2.828 1.002 -1.6374 -0.9145 -0.1776
H -1.632 -4.251 0.144 -0.3024 0.1490 -0.6139
H -1.809 -4.227 1.763 -0.6777 -0.8952 2.1853
H -2.584 -1.434 -0.277 1.6239 0.1643 -0.3836
H -5.464 -2.345 -0.874 2.6346 1.3126 0.7666
H -4.408 -1.238 -1.888 -0.0824 0.0499 2.9289
H -4.868 -0.843 0.093 0.1380 -0.6572 -2.2034
C 2.790 1.160 2.303 2.3745 0.7181 0.6763
C 3.061 1.970 1.115 4.9175 2.9781 -3.0287
O 4.263 2.471 0.971 -4.4459 -1.5794 0.6867
N 2.141 2.184 0.089 4.6591 1.4577 1.7492
C 2.547 2.807 -1.169 -4.6506 2.1085 4.0187
H 2.901 1.757 3.223 0.4445 -0.4198 -0.4296
H 3.381 0.243 2.256 0.7446 0.5285 0.3374
H 1.888 0.752 2.325 -4.5472 -1.3438 -0.0364
H 1.459 1.532 0.062 -3.0808 -2.4538 -0.3638
H 2.559 3.868 -1.092 1.0863 0.9027 0.4799
H 1.661 2.752 -1.704 -2.3233 -0.2585 -1.1993
H 3.118 2.441 -1.861 4.7405 -2.6632 -2.8074
C -1.329 0.650 6.350 1.7567 7.4475 -3.0926
C -1.102 0.119 4.951 1.2873 0.3428 -0.2596
O -0.261 -0.740 4.801 0.5617 -0.9888 -0.0980
N -1.824 0.592 3.942 -2.6167 2.7941 -1.2288
C -1.862 0.102 2.526 -2.2315 -0.4900 1.4196
H -0.384 1.038 6.785 -0.3261 -0.8028 -0.3795
H -1.604 -0.188 6.724 -2.4147 -4.9025 3.8317
H -1.981 1.602 6.389 0.2568 -2.0079 0.1255
H -2.435 1.412 4.176 0.8719 -1.4532 -0.4370
H -2.218 0.817 1.761 0.2453 0.1572 0.9577
H -2.599 -0.763 2.495 1.1568 0.7261 -0.1271
H -0.889 -0.167 2.274 1.4278 -0.8280 -0.5726

***

# 4
22
Properties=species:S:1:pos:R:3:forces:R:3 method="wB97M-V/def2-TZVPD" lumo_energy_ev=0.688 e_tot_ev=-13509.7192 max_force_ev_per_a=7.6 smiles=c1ccncc1.c1ccncc1 orbital_gap_ev=10.017 relative_energy_ev=3.376 mol_weight_g_mol=158.20
C -0.249 -1.957 -0.101 0.8005 0.8410 -0.5029
C 1.030 -1.641 -0.642 -2.7062 0.7735 0.8212
C 0.991 -0.863 -1.867 5.1611 -1.5335 1.4494
N -0.029 -0.474 -2.517 -1.5277 -0.3189 -0.7713
C -1.206 -1.005 -2.096 -2.0876 0.8267 -3.3855
C -1.419 -1.674 -0.952 0.0347 -2.8819 2.2731
H -0.266 -2.320 0.976 -0.4560 0.1194 -1.7106
H 1.922 -1.793 0.010 -0.6302 0.1433 -1.1216
H 2.057 -0.712 -2.317 -2.0080 0.4184 0.6630
H -2.042 -0.942 -2.946 1.6042 0.1220 2.2902
H -2.410 -2.267 -0.803 1.7966 1.5700 0.0171
C -1.062 1.652 0.909 -0.1897 -0.7561 0.7288
C -0.897 0.809 1.990 -0.8791 -2.0714 2.6735
C 0.371 0.593 2.607 -1.2948 3.1023 -6.8143
N 1.396 0.981 1.783 0.1252 -1.4478 3.0904
C 1.180 1.603 0.676 2.9521 1.4478 -2.5257
C 0.009 2.165 0.248 -0.7102 -1.0024 -0.2487
H -2.026 1.757 0.506 -1.2289 0.2668 -0.3570
H -1.787 0.168 2.319 1.1628 1.3764 -0.1307
H 0.598 0.172 3.490 0.5482 -1.6283 2.8693
H 2.089 1.705 -0.004 -1.0250 -0.0302 0.9533
H -0.187 2.589 -0.715 0.5580 0.6629 -0.2611